(1)
Here is a structure of composition C3H6N2O2 at a distorted geometry from OMol25. Energies are from ωB97M-V/def2-TZVPD.

```
! wB97M-V def2-TZVPD RIJCOSX def2/J DEFGRID3
* xyz 0 1
C -0.03 -1.30 0.54
C 0.50 0.54 0.48
C -0.72 -0.10 -1.74
N 0.60 -0.53 1.44
N 0.03 -0.32 -0.45
O -0.45 -2.45 0.58
O 1.51 1.41 0.17
H -1.08 1.86 1.54
H -1.90 -0.32 -1.63
H -0.45 0.90 -1.97
H -0.35 -0.81 -2.49
H 0.60 -0.57 2.39
H 1.74 1.70 1.15
*
```

Summary:
E_HOMO (spin up / spin down) (eV): -9.310 / -7.913
Frontier orbital gap (spin up / spin down) (eV): 9.400 / 7.542
LUMO energy (spin up / spin down) (eV): 0.09 / -0.37
Max |F| (Eh/bohr): 0.086

(2)
Here is the molecule C17H17F3N6O2 at a distorted geometry from OMol25. Energies are from ωB97M-V/def2-TZVPD.

```
! wB97M-V def2-TZVPD RIJCOSX def2/J DEFGRID3
* xyz 0 1
N -1.94 -2.15 -4.34
C -1.93 -2.48 -3.04
N -1.96 -3.74 -2.77
C -1.82 -4.12 -1.50
N -1.72 -3.27 -0.49
C -1.68 -2.00 -0.77
C -1.80 -1.58 -2.04
C -1.63 -0.19 -2.05
O -1.68 0.55 -3.17
C -0.47 1.11 -3.43
C -0.13 2.37 -2.92
C 1.10 2.98 -3.25
C 1.54 4.27 -2.58
F 0.93 5.30 -3.23
F 2.88 4.39 -2.61
F 1.20 4.28 -1.26
C 1.90 2.29 -4.21
C 1.44 1.04 -4.66
N 0.30 0.47 -4.32
N -1.48 0.28 -0.82
N -1.47 -0.83 -0.02
C -1.32 -0.79 1.45
C -2.66 -0.48 2.14
C -2.51 -0.40 3.64
C -1.43 0.58 4.08
C -0.08 0.34 3.37
C -0.23 0.25 1.84
O 1.05 -0.17 1.38
H -1.66 -2.94 -4.90
H -1.42 -1.26 -4.51
H -1.76 -5.20 -1.33
H -0.85 2.82 -2.24
H 2.80 2.69 -4.62
H 2.09 0.46 -5.29
H -0.95 -1.76 1.77
H -3.12 0.41 1.74
H -3.33 -1.29 1.89
H -2.25 -1.41 3.99
H -3.46 -0.17 4.09
H -1.31 0.55 5.18
H -1.76 1.57 3.82
H 0.60 1.17 3.60
H 0.36 -0.56 3.79
H -0.47 1.25 1.44
H 1.00 -0.20 0.42
*
```

Summary:
E_HOMO (eV): -8.718
Frontier orbital gap (eV): 8.633
SMILES: Nc1ncnc2c1c(Oc1cc(C(F)(F)F)ccn1)nn2[C@@H]1CCCC[C@H]1O
LUMO energy (eV): -0.09
Max |F| (Eh/bohr): 0.061

(3)
Here is the molecule CH2N2S4 at a distorted geometry from OMol25. Energies are from ωB97M-V/def2-TZVPD.

```
! wB97M-V def2-TZVPD RIJCOSX def2/J DEFGRID3
* xyz 0 1
S -2.87 -0.16 -0.46
S -1.12 -1.15 -0.58
C 0.07 -0.14 0.46
N 1.11 -0.95 0.81
N 2.26 -0.70 0.47
S 2.76 0.67 -0.26
S 0.86 1.50 -0.41
H -2.54 0.58 -1.40
H -0.53 0.35 1.37
*
```

Summary:
E_HOMO (spin up / spin down) (eV): -8.661 / -8.661
Frontier orbital gap (spin up / spin down) (eV): 8.340 / 8.339
SMILES: SS[C@H]1N=NSS1
LUMO energy (spin up / spin down) (eV): -0.32 / -0.32
Max |F| (Eh/bohr): 0.091

(4)
Here is the molecule C6H15BrO2Si at a distorted geometry from OMol25. Energies are from ωB97M-V/def2-TZVPD.

```
! wB97M-V def2-TZVPD RIJCOSX def2/J DEFGRID3
* xyz 0 1
C -3.14 -0.46 1.07
C -1.66 -0.26 1.39
O -0.88 -0.83 0.39
Si 0.51 0.03 -0.63
Br 1.31 1.52 0.78
C -0.26 0.89 -2.12
C -1.28 1.95 -1.72
O 1.61 -0.99 -1.16
C 2.55 -1.91 -0.64
C 3.15 -1.49 0.69
H -3.43 0.12 0.20
H -3.32 -1.51 0.86
H -3.75 -0.16 1.92
H -1.42 -0.78 2.33
H -1.44 0.81 1.53
H 0.52 1.34 -2.73
H -0.75 0.14 -2.75
H -2.11 1.50 -1.18
H -0.83 2.71 -1.09
H -1.68 2.44 -2.61
H 2.05 -2.88 -0.55
H 3.33 -1.98 -1.40
H 3.62 -0.52 0.62
H 2.38 -1.45 1.46
H 3.90 -2.22 0.99
*
```

Summary:
E_HOMO (eV): -9.656
Frontier orbital gap (eV): 10.384
SMILES: CCO[Si](Br)(CC)OCC
LUMO energy (eV): 0.73
Max |F| (Eh/bohr): 0.092

(5)
Here is the ion C3H5O5S with charge -1 at a distorted geometry from OMol25. Energies are from ωB97M-V/def2-TZVPD.

```
! wB97M-V def2-TZVPD RIJCOSX def2/J DEFGRID3
* xyz -1 1
C 2.61 1.05 -0.05
C 1.48 1.40 0.58
C 0.18 0.86 0.00
O -2.60 -0.96 0.14
O -4.60 0.49 0.45
O -2.85 0.97 -1.36
O -0.86 0.90 0.72
O 0.22 0.35 -1.12
S -2.90 0.47 0.32
H 3.57 1.30 0.32
H 2.46 0.53 -0.98
H 1.30 1.94 1.58
H -2.19 0.31 -1.67
H -4.93 -0.38 0.33
*
```

Summary:
E_HOMO (eV): -5.066
Frontier orbital gap (eV): 8.770
LUMO energy (eV): 3.70
Max |F| (Eh/bohr): 0.042

(6)
Here is the molecule C2H2N2O at a distorted geometry from OMol25. Energies are from ωB97M-V/def2-TZVPD.

```
! wB97M-V def2-TZVPD RIJCOSX def2/J DEFGRID3
* xyz 0 1
C 0.76 0.29 -0.01
C -0.64 0.50 -0.03
N -1.25 -0.67 0.01
O -0.25 -1.56 0.00
N 0.99 -1.00 -0.04
H 1.62 0.99 0.13
H -1.22 1.44 -0.06
*
```

Summary:
E_HOMO (eV): -11.506
Frontier orbital gap (eV): 12.178
SMILES: c1cnon1
LUMO energy (eV): 0.67
Max |F| (Eh/bohr): 0.034

What is the max |F| in the sixth record? 0.034 Eh/bohr

What did the fourth record say?
Here is the molecule C6H15BrO2Si at a distorted geometry from OMol25. Energies are from ωB97M-V/def2-TZVPD.

```
! wB97M-V def2-TZVPD RIJCOSX def2/J DEFGRID3
* xyz 0 1
C -3.14 -0.46 1.07
C -1.66 -0.26 1.39
O -0.88 -0.83 0.39
Si 0.51 0.03 -0.63
Br 1.31 1.52 0.78
C -0.26 0.89 -2.12
C -1.28 1.95 -1.72
O 1.61 -0.99 -1.16
C 2.55 -1.91 -0.64
C 3.15 -1.49 0.69
H -3.43 0.12 0.20
H -3.32 -1.51 0.86
H -3.75 -0.16 1.92
H -1.42 -0.78 2.33
H -1.44 0.81 1.53
H 0.52 1.34 -2.73
H -0.75 0.14 -2.75
H -2.11 1.50 -1.18
H -0.83 2.71 -1.09
H -1.68 2.44 -2.61
H 2.05 -2.88 -0.55
H 3.33 -1.98 -1.40
H 3.62 -0.52 0.62
H 2.38 -1.45 1.46
H 3.90 -2.22 0.99
*
```

Summary:
E_HOMO (eV): -9.656
Frontier orbital gap (eV): 10.384
SMILES: CCO[Si](Br)(CC)OCC
LUMO energy (eV): 0.73
Max |F| (Eh/bohr): 0.092

Which of these has the highest max |F|? C6H15BrO2Si